{"formula": "C3H10NO", "method": "ωB97M-V with the def2-TZVPD basis set", "elements": ["O", "N", "C", "C", "C", "H", "H", "H", "H", "H", "H", "H", "H", "H", "H"], "coordinates": [[-0.027, 1.163, 1.715], [0.450, 0.154, -0.742], [0.382, -0.209, 1.603], [-0.017, -0.926, 0.314], [-0.491, 0.247, -1.878], [1.394, 0.109, -1.018], [0.390, 1.107, -0.252], [-0.180, 1.045, -2.597], [-0.838, 1.493, 2.136], [1.502, -0.213, 1.556], [-0.475, -0.759, -2.184], [-1.486, 0.387, -1.343], [0.554, -1.848, 0.072], [-1.107, -1.076, 0.151], [-0.052, -0.675, 2.470]], "total_charge": 1, "smiles": "C[NH2+]CCO", "lumo_energy_ev": -3.287, "de_lowest_ev": 1.277, "homo_lumo_gap_ev": 12.2657}

{"formula": "C17H37BF5N3O6PS", "method": "ωB97M-V with the def2-TZVPD basis set", "elements": ["S", "P", "F", "F", "F", "F", "F", "O", "O", "O", "O", "O", "O", "N", "N", "N", "C", "C", "C", "C", "C", "C", "C", "C", "C", "C", "C", "C", "C", "C", "C", "C", "C", "B", "H", "H", "H", "H", "H", "H", "H", "H", "H", "H", "H", "H", "H", "H", "H", "H", "H", "H", "H", "H", "H", "H", "H", "H", "H", "H", "H", "H", "H", "H", "H", "H", "H", "H", "H", "H", "H"], "coordinates": [[-4.934, 1.807, -0.593], [1.681, -3.518, 0.049], [-1.606, 0.480, 0.299], [-4.046, 0.117, 1.493], [-4.978, -0.909, -0.482], [-2.428, -1.536, -0.683], [-2.477, 0.450, -2.044], [-2.058, 3.328, 1.129], [-6.401, 1.764, -0.014], [-5.129, 1.828, -2.156], [2.972, -2.669, -0.054], [-4.336, 3.586, 1.517], [2.692, 3.669, 0.364], [0.198, -4.494, 0.169], [2.186, -4.269, 1.505], [2.201, -4.469, -1.346], [3.503, 1.176, 0.272], [-0.210, -5.633, -0.651], [1.206, 4.884, -1.325], [1.957, -5.655, 1.909], [0.380, 6.237, -0.913], [-4.106, 0.220, 0.008], [-2.121, 5.054, -0.949], [-1.041, 5.971, -0.128], [-2.556, 3.656, -0.215], [-2.618, -0.042, -0.649], [2.838, -5.781, -1.237], [1.317, 3.745, -0.153], [1.939, -3.415, 2.676], [3.050, -3.721, -2.304], [2.887, 2.442, 1.153], [-0.920, -3.525, 0.121], [-4.162, 3.381, 0.068], [-3.029, 3.936, 2.106], [2.324, 5.236, -1.552], [4.091, 0.476, 1.028], [2.418, -3.805, 3.576], [-3.019, 5.133, 2.089], [1.055, 7.041, -0.345], [-1.714, 4.904, -2.052], [-0.095, -5.455, -1.724], [0.564, 3.861, 0.735], [-0.993, -3.069, -0.871], [2.594, -5.915, 2.765], [-1.531, 7.049, 0.028], [4.297, 1.522, -0.529], [-4.737, 4.212, -0.567], [0.842, 4.383, -2.343], [2.162, -6.567, -0.924], [3.709, -5.765, -0.561], [-2.923, 3.643, 3.240], [3.666, 2.663, 2.014], [-0.771, 5.589, 0.945], [-3.116, 5.706, -1.040], [0.862, -3.330, 2.871], [-2.185, 2.804, -0.944], [0.921, -5.842, 2.209], [2.226, -6.372, 1.139], [1.066, 2.701, -0.667], [3.190, -6.133, -2.217], [-1.878, -3.986, 0.374], [1.908, 2.054, 1.687], [4.091, -3.648, -1.948], [0.309, -6.541, -0.347], [2.661, 0.510, -0.199], [-1.263, -5.882, -0.484], [3.078, -4.209, -3.284], [2.332, -2.409, 2.517], [0.087, 6.772, -1.939], [-0.756, -2.726, 0.853], [2.675, -2.702, -2.478]], "total_charge": -1, "lumo_energy_ev": 0.267, "homo_lumo_gap_ev": 5.3322}

{"formula": "C5H27NO8", "method": "ωB97M-V with the def2-TZVPD basis set", "elements": ["O", "O", "O", "O", "O", "O", "O", "O", "N", "C", "C", "C", "C", "C", "H", "H", "H", "H", "H", "H", "H", "H", "H", "H", "H", "H", "H", "H", "H", "H", "H", "H", "H", "H", "H", "H", "H", "H", "H", "H", "H"], "coordinates": [[3.534, -2.830, -1.575], [1.149, -2.717, -0.848], [1.028, -1.174, 2.873], [-3.249, -0.415, -3.199], [-0.986, -2.700, 3.766], [-0.762, 0.420, 1.869], [-1.233, -2.096, -1.140], [2.702, -0.540, 0.404], [1.698, 2.018, 0.439], [-0.294, 3.116, -0.704], [-2.437, 1.801, -0.106], [-1.647, 3.090, 0.002], [0.425, 0.687, -0.938], [0.583, 1.909, -0.393], [2.122, -0.709, 1.059], [-2.634, -0.992, -2.757], [0.346, -0.453, 2.673], [1.657, -3.503, -1.139], [0.341, 3.997, -0.600], [-2.132, 4.055, -0.395], [-1.110, -0.257, 1.415], [-0.633, 2.946, -1.802], [1.238, -0.014, -0.944], [1.805, -2.231, -0.316], [2.054, 2.921, 0.689], [-1.745, 1.051, -0.499], [-4.057, -0.629, -2.863], [-3.380, 1.985, -0.813], [-2.840, 1.525, 0.929], [-0.467, 0.484, -1.588], [3.350, -3.030, -2.475], [2.383, 1.294, 0.392], [-0.339, -2.132, -1.300], [-0.218, -2.117, 3.738], [3.462, -0.997, 0.678], [-1.778, -2.532, -1.711], [1.776, -0.691, 3.324], [-0.526, 1.111, 1.274], [3.411, -2.009, -1.297], [-1.097, -2.905, 2.827], [-1.503, 3.263, 1.049]], "total_charge": 0, "smiles": "C=C(N)CCC.O.O.O.O.O.O.O.O", "lumo_energy_ev": 0.093, "de_lowest_ev": 3.540, "homo_lumo_gap_ev": 8.1213}

{"formula": "C51H61F4N2O23S2", "method": "ωB97M-V with the def2-TZVPD basis set", "elements": ["S", "S", "F", "F", "F", "F", "O", "O", "O", "O", "O", "O", "O", "O", "O", "O", "O", "O", "O", "O", "O", "O", "O", "O", "O", "O", "O", "O", "O", "N", "N", "C", "C", "C", "C", "C", "C", "C", "C", "C", "C", "C", "C", "C", "C", "C", "C", "C", "C", "C", "C", "C", "C", "C", "C", "C", "C", "C", "C", "C", "C", "C", "C", "C", "C", "C", "C", "C", "C", "C", "C", "C", "C", "C", "C", "C", "C", "C", "C", "C", "C", "C", "H", "H", "H", "H", "H", "H", "H", "H", "H", "H", "H", "H", "H", "H", "H", "H", "H", "H", "H", "H", "H", "H", "H", "H", "H", "H", "H", "H", "H", "H", "H", "H", "H", "H", "H", "H", "H", "H", "H", "H", "H", "H", "H", "H", "H", "H", "H", "H", "H", "H", "H", "H", "H", "H", "H", "H", "H", "H", "H", "H", "H"], "coordinates": [[3.586, -1.561, 0.701], [-2.360, 2.957, -0.900], [-3.499, -0.557, 4.037], [-3.616, -2.786, 3.196], [-3.832, 0.613, -3.414], [-4.874, -1.009, 2.101], [3.259, -2.976, 1.239], [-1.567, 7.116, 6.642], [4.179, 7.059, -2.115], [5.148, -1.401, 0.830], [1.460, 2.419, -0.487], [3.769, -4.140, 6.335], [3.700, 13.829, -4.459], [0.604, 5.116, 10.336], [2.850, -0.395, 1.707], [1.161, -1.146, 3.766], [3.452, -2.361, 8.401], [0.225, 4.482, -1.810], [1.668, 3.348, 8.526], [0.920, 0.674, 5.806], [3.373, 14.332, -1.781], [-5.071, -2.827, -1.347], [4.225, 9.294, -3.229], [1.520, -6.971, 0.205], [3.809, 9.785, -0.561], [5.432, 4.956, -0.872], [-0.466, -8.097, -0.625], [-0.574, 5.295, 4.845], [1.803, -3.065, -6.399], [-4.045, 0.433, -0.418], [-3.368, -0.552, -1.111], [0.299, 5.205, 8.990], [1.618, -0.506, 5.983], [3.115, -1.264, -1.089], [-0.302, -1.034, -1.990], [1.056, -1.638, -2.706], [2.971, -3.805, -5.896], [3.575, 12.074, -1.108], [-0.889, -8.393, 0.754], [3.749, 12.806, -3.531], [-3.603, -1.369, 2.768], [-1.550, -2.111, -1.888], [2.167, 5.821, -1.987], [-3.324, -0.400, -2.472], [-1.910, -1.547, -4.660], [3.479, 3.643, -0.643], [-0.664, -4.620, -1.110], [-2.247, -0.963, 1.886], [2.070, -2.428, -1.684], [0.510, -6.988, -0.674], [-3.420, 1.653, -0.471], [0.542, -3.849, -6.180], [-1.940, -9.691, 0.776], [-1.990, -2.914, -5.566], [-2.543, -1.664, -3.158], [3.551, 13.162, -2.099], [1.424, 4.616, -1.587], [-0.717, -2.886, -6.598], [-6.213, -3.476, -0.668], [1.711, -1.435, 4.823], [3.474, 5.928, -1.744], [3.789, 10.812, -1.486], [-0.247, 5.223, 6.187], [-8.381, -5.010, -0.806], [-0.836, 6.244, 7.097], [-1.256, -3.693, -2.318], [0.910, 4.201, 8.076], [4.013, 10.460, -2.915], [3.047, -2.972, 6.166], [0.569, 4.272, 6.647], [3.965, 11.544, -3.908], [2.188, -0.800, 7.154], [-0.514, 6.157, 8.530], [0.424, -5.720, -1.745], [-1.889, -2.009, 0.688], [2.170, 3.537, -0.884], [-7.271, -4.196, -1.737], [-2.710, -1.849, -0.709], [2.475, -2.680, 4.996], [2.932, -2.056, 7.334], [-3.876, -3.029, -0.521], [4.227, 4.837, -1.065], [2.127, -0.135, 8.005], [-1.354, -1.044, 2.675], [2.473, -0.260, -1.101], [-3.445, -2.424, -3.343], [-1.175, 6.067, 4.764], [4.113, 11.271, -4.946], [0.014, -6.070, -2.793], [2.549, -3.338, 4.140], [0.582, -4.719, -6.996], [-0.704, -2.008, 0.579], [0.053, -0.628, -0.926], [0.488, -4.304, -5.103], [-0.209, -4.044, -0.201], [-4.256, -3.004, 0.611], [-0.963, 6.895, 9.183], [-0.628, -3.804, -3.298], [1.560, -2.894, -0.740], [4.034, 2.865, -0.135], [0.604, 0.653, 4.876], [-0.572, -0.054, -2.608], [-2.973, -2.809, -6.235], [-3.470, -4.113, -0.690], [1.499, -5.250, -1.825], [-6.849, -2.690, -0.065], [1.608, 6.605, -2.482], [1.662, -0.678, -3.079], [3.413, 12.345, -0.073], [-0.809, -1.158, -4.722], [1.863, -0.302, 1.479], [-5.899, -4.335, 0.078], [-8.006, -6.078, -0.490], [-9.430, -5.047, -1.335], [2.757, -3.211, -2.266], [4.080, -4.121, 7.266], [-2.843, -9.551, 0.031], [1.006, 3.525, 5.996], [-1.369, -10.710, 0.599], [4.030, -1.070, -1.793], [-2.121, -3.906, -4.960], [-0.265, -1.790, -6.737], [3.528, -4.423, -6.747], [3.533, 14.645, -3.939], [-1.082, -3.200, -7.685], [-0.008, -8.694, 1.463], [3.983, 8.970, -1.080], [-2.138, -3.098, 1.109], [1.210, 4.347, 10.416], [-8.522, -4.385, 0.184], [-6.754, -4.977, -2.440], [-2.415, -9.737, 1.865], [0.536, 2.581, -0.776], [-1.551, -5.284, -0.688], [3.750, -2.985, -5.523], [-2.335, -4.136, -2.577], [5.105, 6.894, -1.832], [-7.849, -3.412, -2.401], [0.828, -2.240, -3.712], [2.740, -4.518, -4.994], [-2.570, -0.737, -5.239], [-2.293, 0.166, 1.586], [-1.469, -7.517, 1.272]], "total_charge": 1, "lumo_energy_ev": -5.422, "homo_lumo_gap_ev": 5.6038}